Here is a 8-piece molecular cluster, C48H100N8O4 overall at a distorted geometry from the OMol25 dataset. Energies are from wB97M-V/def2-TZVPD.

```
160
C48H100N8O4 | the OMol25 dataset | wB97M-V/def2-TZVPD
C -3.59 -1.11 5.14
C -3.11 -0.52 3.79
N -3.01 0.93 3.87
C -4.11 1.75 4.09
C -3.69 3.06 4.23
N -2.28 3.09 4.29
C -1.91 1.71 4.06
C -1.44 4.24 4.38
H -3.61 -2.19 5.02
H -4.62 -0.86 5.39
H -2.76 -0.95 5.82
H -3.69 -0.72 2.89
H -2.10 -0.88 3.59
H -5.09 1.31 3.99
H -4.24 3.98 4.37
H -0.88 1.40 4.13
H -0.69 4.19 5.16
H -2.12 5.05 4.65
H -1.04 4.41 3.38
C 0.87 -6.76 0.90
C 2.23 -7.05 0.27
N 3.09 -5.90 0.47
C 2.93 -4.59 0.00
C 3.98 -3.86 0.45
N 4.82 -4.72 1.11
C 4.22 -5.97 1.16
C 5.96 -4.42 1.92
H 0.54 -5.72 0.92
H 0.98 -7.03 1.95
H 0.23 -7.49 0.41
H 2.09 -7.13 -0.81
H 2.59 -7.94 0.79
H 2.12 -4.21 -0.61
H 4.29 -2.82 0.47
H 4.68 -6.84 1.60
H 6.78 -5.03 1.56
H 5.62 -4.74 2.91
H 6.26 -3.37 1.88
C 7.65 0.14 -5.59
C 6.64 1.08 -4.91
C 5.46 0.34 -4.28
N 4.34 1.34 -3.82
C 4.92 2.20 -2.73
C 3.18 0.51 -3.24
C 2.01 1.41 -3.10
C 2.05 2.19 -4.46
C 3.51 2.16 -4.90
H 8.57 0.65 -5.88
H 7.19 -0.39 -6.43
H 8.01 -0.71 -5.01
H 6.35 1.84 -5.64
H 7.17 1.65 -4.14
H 5.74 -0.42 -3.56
H 5.00 -0.24 -5.08
H 5.67 2.86 -3.16
H 5.48 1.53 -2.08
H 4.13 2.78 -2.26
H 3.39 -0.11 -2.36
H 2.85 -0.19 -4.01
H 2.10 2.06 -2.23
H 1.07 0.90 -2.88
H 1.72 3.20 -4.21
H 1.41 1.74 -5.22
H 4.04 3.10 -5.05
H 3.57 1.49 -5.75
C -3.99 -2.06 -0.29
C -5.15 -2.85 -1.00
C -6.05 -3.66 0.03
N -7.42 -4.09 -0.49
C -7.29 -4.81 -1.85
C -8.14 -5.07 0.46
C -9.64 -5.04 0.11
C -9.84 -3.65 -0.59
C -8.49 -2.98 -0.57
H -3.34 -1.55 -0.99
H -3.38 -2.73 0.31
H -4.32 -1.37 0.49
H -4.64 -3.51 -1.70
H -5.74 -2.12 -1.57
H -6.11 -3.01 0.91
H -5.65 -4.56 0.49
H -6.80 -4.33 -2.69
H -8.32 -4.91 -2.21
H -6.84 -5.80 -1.72
H -7.67 -6.05 0.36
H -7.92 -4.74 1.47
H -9.83 -5.85 -0.59
H -10.29 -5.21 0.97
H -10.19 -3.86 -1.60
H -10.48 -2.99 -0.01
H -8.19 -2.41 -1.44
H -8.33 -2.39 0.34
C -4.73 1.59 -0.01
C -3.26 2.05 -0.32
C -3.12 3.33 -1.12
N -1.70 3.94 -0.99
C -0.58 3.05 -1.58
C -1.32 4.28 0.46
C -0.64 5.60 0.45
C -1.49 6.34 -0.62
C -1.58 5.30 -1.71
H -5.38 1.60 -0.88
H -5.18 2.34 0.64
H -4.75 0.63 0.52
H -2.72 1.17 -0.68
H -2.78 2.30 0.63
H -3.69 4.16 -0.70
H -3.20 3.15 -2.20
H 0.39 3.51 -1.35
H -0.87 3.05 -2.63
H -0.66 2.03 -1.19
H -0.59 3.57 0.84
H -2.22 4.37 1.07
H 0.38 5.56 0.06
H -0.65 5.99 1.46
H -1.04 7.28 -0.93
H -2.50 6.52 -0.24
H -0.63 5.37 -2.25
H -2.33 5.38 -2.50
C 6.93 4.14 0.74
C 5.49 3.68 0.96
C 5.31 2.64 2.07
N 3.82 2.35 2.34
C 2.97 2.20 1.06
C 3.12 3.39 3.27
C 1.91 2.75 3.96
C 2.26 1.29 3.82
C 3.61 1.13 3.24
H 7.80 3.55 0.44
H 7.18 4.56 1.71
H 6.94 4.97 0.03
H 5.07 3.28 0.04
H 4.97 4.60 1.20
H 5.72 3.05 2.99
H 5.76 1.67 1.89
H 3.48 1.63 0.28
H 2.58 3.13 0.64
H 2.06 1.65 1.31
H 2.82 4.25 2.67
H 3.82 3.68 4.05
H 1.03 2.89 3.33
H 1.77 3.18 4.95
H 1.44 0.83 3.27
H 2.06 0.80 4.78
H 3.85 0.20 2.73
H 4.23 1.27 4.13
C 0.63 -3.02 -3.07
C 0.45 -4.50 -3.48
O 0.33 -4.86 -4.68
O 0.51 -5.27 -2.50
H 1.62 -2.85 -2.66
H -0.08 -2.71 -2.30
H 0.66 -2.33 -3.91
C 1.29 -0.75 -0.04
C 0.00 -0.44 0.82
O -0.79 -1.43 0.96
O -0.19 0.68 1.36
H 1.43 0.02 -0.80
H 1.28 -1.73 -0.51
H 2.23 -0.78 0.52
```

## Properties
**M**: 853.38 g/mol
**⟨S²⟩**: 0.757
**Kohn-Sham gap (spin up / spin down)**: 0.0984 / 0.1860 Eh
**E_tot**: -71478.53232 eV
**Net charge**: +3
**LUMO (spin up / spin down)**: -6.007 / -6.027 eV
**2S+1**: 2

Atomic partial charges in e from the Mulliken method, atoms 1 to 6: -1.16 -0.06 0.63 -0.56 -0.69 0.20